The following is a DFT calculation (ωB97M-V/def2-TZVPD) of C12H6BrCl36NO3P as an isolated structure.

Last column: natural (NBO) charge in e.
Atoms and positions in Å:
C: 0.2950 -0.7673 -4.3532  -0.63
C: 0.5991 0.7203 -4.3189  -0.17
N: 1.9842 1.0274 -3.8878  -0.96
P: 2.4133 0.2480 -2.4678  1.23
O: 4.0540 0.2154 -2.6697  -1.01
Br: 2.3739 1.9403 -0.9621  -0.32
C: -0.4224 1.4384 -3.3949  0.75
O: -0.9119 2.4952 -3.8418  -0.77
O: -0.6097 0.8799 -2.2840  -0.80
H: 0.2225 -1.1857 -3.3531  0.23
H: -0.6838 -0.8900 -4.8179  0.22
H: 1.0303 -1.3214 -4.9426  0.19
H: 0.4499 1.1102 -5.3215  0.20
H: 2.0966 2.0328 -3.7874  0.40
H: 4.3361 -0.6840 -2.4681  0.49
C: 2.8884 -2.0918 1.4545  -0.23
Cl: 4.0445 -0.9413 2.1446  0.04
Cl: 2.7288 -1.8191 -0.2845  0.07
Cl: 3.4207 -3.7383 1.8173  0.04
Cl: 1.2807 -1.7794 2.0941  0.06
C: 1.4149 1.9293 -8.4488  -0.23
Cl: 2.4358 3.3325 -8.1111  0.05
Cl: -0.1306 2.1178 -7.6415  0.09
Cl: 1.1709 1.7982 -10.2022  0.03
Cl: 2.2158 0.4707 -7.8587  0.06
C: -2.4122 -0.2714 2.2560  -0.22
Cl: -4.0032 -0.7450 1.6393  0.04
Cl: -2.5993 1.0200 3.4518  0.03
Cl: -1.6735 -1.6632 3.0870  0.03
Cl: -1.4104 0.2805 0.9289  0.14
C: -7.6695 -2.4258 -0.8888  -0.22
Cl: -6.5272 -1.7906 0.2956  0.06
Cl: -8.1711 -1.1316 -1.9759  0.07
Cl: -6.8979 -3.7131 -1.8177  0.06
Cl: -9.0868 -3.0755 -0.0514  0.04
C: 2.0845 -1.9574 6.5048  -0.23
Cl: 0.5956 -2.7753 6.0190  0.04
Cl: 1.6868 -0.5878 7.5458  0.05
Cl: 3.1070 -3.0995 7.3977  0.02
Cl: 2.9389 -1.3981 5.0751  0.07
C: -4.1313 3.1534 -2.6305  -0.22
Cl: -2.9205 4.3918 -2.3188  0.07
Cl: -5.6582 3.5879 -1.8138  0.00
Cl: -4.4330 3.0452 -4.3738  0.03
Cl: -3.5142 1.6321 -2.0401  0.10
C: -0.2400 1.9633 7.8475  -0.23
Cl: -0.8019 3.5825 8.2803  0.06
Cl: 1.5270 1.9447 7.8288  0.08
Cl: -0.8225 0.8001 9.0458  0.05
Cl: -0.8541 1.5277 6.2573  0.08
C: 0.6720 6.0642 -2.6392  -0.23
Cl: 2.0056 7.1736 -2.2529  0.02
Cl: -0.8472 6.7688 -2.0578  0.03
Cl: 0.5814 5.8517 -4.3892  0.06
Cl: 0.9275 4.5154 -1.8619  0.10
C: 3.9703 -7.8396 7.1115  -0.23
Cl: 5.3557 -8.3426 8.0888  0.05
Cl: 2.5271 -8.7001 7.6570  0.05
Cl: 3.7195 -6.1022 7.2844  0.06
Cl: 4.2783 -8.2220 5.4166  0.06

Values from the calculation:
**HOMO level**: -5.17 eV
**Charge**: -1
**Energy**: -20223.624581 hartree


The following is a DFT calculation (ωB97M-V/def2-TZVPD) of HOSn as an isolated structure.

Last column: natural (NBO) charge in e.
Atoms and positions in Å:
Sn: -1.2510 3.0146 -0.2589  1.15
O: 1.0515 -1.2806 0.0532  -0.57
H: 0.1996 -1.7339 0.2057  0.42

Values from the calculation:
**HOMO level**: -12.24 eV
**Charge**: +1
**Energy**: -289.576728 hartree
**Energy above the lowest of the compared OMol25 structures with the same formula, charge and spin**: 4.323 eV


The following is a DFT calculation (ωB97M-V/def2-TZVPD) of C13H19N2O4RhS4 as an isolated structure.

Last column: natural (NBO) charge in e.
Atoms and positions in Å:
Rh: -0.0536 0.1509 0.0169  0.44
C: -0.2502 -2.3390 -2.0723  -0.53
C: -1.7225 -2.1667 -1.7310  -0.57
S: -2.1010 -0.6068 -0.8642  0.54
C: -2.3166 0.5774 -2.2348  -0.55
C: -1.0463 0.9167 -3.0094  -0.54
S: 0.1465 1.5623 -1.7959  0.56
C: 1.8165 1.2685 -2.4185  -0.55
C: 2.7065 1.5425 -1.2036  -0.55
S: 2.2670 0.6025 0.3085  0.49
C: 3.0706 -0.9997 -0.0155  -0.55
C: 2.3862 -1.8559 -1.0737  -0.55
S: 0.6661 -1.9996 -0.5541  0.48
H: 0.0904 -1.6523 -2.8429  0.22
H: -0.0315 -3.3593 -2.3908  0.28
H: -2.0574 -2.9487 -1.0482  0.27
H: -2.3526 -2.2256 -2.6185  0.28
H: -2.7336 1.4601 -1.7477  0.29
H: -3.0816 0.1710 -2.8971  0.28
H: -1.2619 1.6978 -3.7392  0.28
H: -0.6110 0.0701 -3.5348  0.23
H: 2.0469 1.9837 -3.2095  0.28
H: 1.9018 0.2650 -2.8236  0.22
H: 2.6269 2.5865 -0.8968  0.28
H: 3.7573 1.3511 -1.4209  0.27
H: 3.0778 -1.5041 0.9529  0.26
H: 4.1109 -0.7910 -0.2669  0.28
H: 2.8357 -2.8483 -1.1167  0.28
H: 2.4299 -1.4160 -2.0660  0.23
O: -2.6758 2.3066 4.8159  -0.64
C: -1.8900 1.2843 5.1248  0.78
O: -1.7359 0.8881 6.2416  -0.52
C: -1.1685 0.5888 4.0000  -0.21
C: -0.3386 -0.4912 4.2408  0.07
N: 0.1767 -0.8819 3.0658  -0.30
N: -0.2779 -0.1230 2.0594  -0.32
C: -1.0909 0.7844 2.6177  0.06
C: -1.6633 1.8389 1.7105  0.76
O: -2.4150 2.7013 2.0716  -0.54
O: -1.2727 1.7164 0.4348  -0.71
H: -2.6775 2.5176 3.8569  0.51
H: -0.0937 -0.9731 5.1746  0.28
H: 0.8059 -1.6501 2.8998  0.43

Values from the calculation:
**HOMO level**: -15.19 eV
**Charge**: +2
**Energy**: -2620.049767 hartree


The following is a DFT calculation (ωB97M-V/def2-TZVPD) of C18H18BrCdN4 as an isolated structure.

Last column: natural (NBO) charge in e.
Atoms and positions in Å:
Cd: -0.0118 1.1823 0.9985  1.59
C: 0.6926 -0.1919 -1.8097  -0.26
N: 0.0288 -0.7131 -0.6174  -0.49
C: 0.7943 -1.7829 0.0133  -0.26
C: 2.0192 -1.2724 0.7458  0.21
C: 3.1111 -2.0983 0.9577  -0.24
C: 4.1770 -1.6216 1.7033  -0.12
C: 4.1259 -0.3320 2.2108  -0.24
C: 3.0076 0.4350 1.9454  0.07
N: 1.9831 -0.0262 1.2223  -0.58
C: -1.3598 -1.0890 -0.8745  -0.26
C: -2.2029 -1.0612 0.3814  0.21
C: -3.2061 -1.9872 0.6052  -0.24
C: -3.9893 -1.8654 1.7445  -0.12
C: -3.7435 -0.8278 2.6276  -0.24
C: -2.7150 0.0526 2.3400  0.07
N: -1.9681 -0.0646 1.2402  -0.57
C: 0.2267 1.2020 -2.1629  0.21
C: 0.1277 1.6154 -3.4808  -0.24
C: -0.2333 2.9268 -3.7500  -0.12
C: -0.4908 3.7864 -2.6948  -0.24
C: -0.3835 3.2961 -1.4072  0.07
N: -0.0336 2.0325 -1.1489  -0.58
H: 0.5602 -0.8563 -2.6724  0.20
H: 1.7653 -0.1451 -1.6030  0.24
H: 1.0957 -2.5467 -0.7151  0.21
H: 0.1459 -2.2788 0.7416  0.24
H: 3.1202 -3.0995 0.5473  0.23
H: 5.0382 -2.2501 1.8867  0.24
H: 4.9335 0.0750 2.8014  0.24
H: 2.9053 1.4449 2.3241  0.23
H: -1.4329 -2.0740 -1.3505  0.20
H: -1.7769 -0.3618 -1.5766  0.23
H: -3.3726 -2.7883 -0.1027  0.23
H: -4.7796 -2.5779 1.9400  0.24
H: -4.3273 -0.7009 3.5276  0.24
H: -2.4640 0.8764 2.9984  0.24
H: 0.3326 0.9180 -4.2819  0.23
H: -0.3156 3.2710 -4.7721  0.24
H: -0.7748 4.8156 -2.8590  0.25
H: -0.5794 3.9233 -0.5456  0.23
Br: -0.0298 2.7596 2.9220  -0.76

Values from the calculation:
**HOMO level**: -11.89 eV
**Charge**: +1
**Energy**: -3657.405402 hartree
**Energy above the lowest of the compared OMol25 structures with the same formula, charge and spin**: 0.000 eV